Run A
One molecule with the formula C8H9NO. Source: the Open Molecules 2025 dataset; level of theory: ωB97M-V with the def2-TZVPD basis set.

```
19
C8H9NO (ωB97M-V with the def2-TZVPD basis set)
C -0.95 -0.82 -1.62
C 0.31 -0.43 -1.35
C -1.87 -0.20 -0.61
C 0.30 0.38 -0.06
C -2.24 -1.11 1.52
C -1.34 0.17 1.68
C 1.46 0.75 0.54
C 2.71 0.55 -0.25
N -1.02 0.51 0.28
O -2.50 -1.25 0.35
H -1.41 -1.49 -2.25
H 1.21 -0.81 -1.88
H -2.66 0.36 -0.90
H -2.09 0.91 2.05
H -0.55 -0.21 2.25
H 1.60 1.04 1.54
H 3.43 1.31 0.01
H 2.43 0.63 -1.32
H 3.18 -0.29 0.04
```

## Properties
Orbital gap ... 8.6 eV


Run B
One molecule with the formula C8H9NO. Source: the Open Molecules 2025 dataset; level of theory: ωB97M-V with the def2-TZVPD basis set.

```
19
C8H9NO (ωB97M-V with the def2-TZVPD basis set)
C -1.93 -1.14 -0.53
C 0.53 -1.15 0.11
C -0.04 1.78 0.17
C -2.89 -0.21 -0.43
C -0.67 -0.57 -0.11
C -0.99 0.86 0.16
C 1.83 -0.60 0.76
C 2.40 0.60 0.08
N -2.37 0.95 0.05
O 2.58 0.37 -1.24
H -2.20 -2.03 -0.94
H 0.39 -2.27 -0.06
H 0.10 2.75 0.67
H -3.87 -0.35 -0.71
H 1.84 -0.31 1.86
H 2.70 -1.26 0.74
H 2.94 1.35 0.49
H -2.89 1.76 0.43
H 2.54 -0.54 -1.50
```

## Properties
Orbital gap (alpha / beta) ... 7.2 / 7.2 eV


Run C
One molecule with the formula C8H9NO. Source: the Open Molecules 2025 dataset; level of theory: ωB97M-V with the def2-TZVPD basis set.

```
19
C8H9NO (ωB97M-V with the def2-TZVPD basis set)
C 2.48 -0.18 0.66
N 1.33 -1.08 0.52
C 0.29 -0.77 -0.15
C 0.13 0.36 -1.06
C -0.78 1.31 -0.79
C -1.77 1.35 0.25
C -2.31 0.22 0.79
C -2.04 -1.14 0.43
C -0.98 -1.58 -0.16
O -0.91 -2.84 -0.69
H 2.18 0.79 0.83
H 3.06 -0.60 1.47
H 3.12 -0.37 -0.23
H 0.77 0.58 -1.89
H -0.60 2.17 -1.52
H -2.19 2.28 0.75
H -3.02 0.36 1.59
H -2.76 -1.85 0.52
H -0.12 -2.92 -1.12
```

## Properties
Orbital gap ... 9.0 eV


The least stable of them is run B.


Run A
One molecule with the formula C5H3F. Source: the Open Molecules 2025 dataset; level of theory: ωB97M-V with the def2-TZVPD basis set.

```
9
C5H3F (ωB97M-V with the def2-TZVPD basis set)
F 0.70 1.18 -3.38
C 0.53 0.74 -2.22
C 0.13 0.00 -1.35
C -0.09 -0.39 -0.05
C -0.33 -1.21 0.90
C -0.06 0.25 1.30
H -0.71 -2.10 1.30
H -0.95 0.94 1.68
H 0.78 0.57 1.83
```

## Properties
Orbital gap ... 9.6 eV


Run B
C5H3F as an isolated structure. Source: the Open Molecules 2025 dataset; level of theory: ωB97M-V with the def2-TZVPD basis set.

```
9
C5H3F (ωB97M-V with the def2-TZVPD basis set)
C -2.34 0.56 0.34
C -2.23 1.11 -1.07
C -0.44 -0.59 -0.28
C -0.88 0.36 0.58
C -1.03 0.51 -1.08
F -3.58 -0.15 0.66
H 0.61 -0.83 -0.26
H -1.20 -1.41 -0.37
H -0.21 1.21 0.63
```

## Properties
Orbital gap (alpha / beta) ... 7.1 / 7.2 eV


The least stable of them is run B.


Run A
C3H3FO as an isolated structure. Source: the Open Molecules 2025 dataset; level of theory: ωB97M-V with the def2-TZVPD basis set.

```
8
C3H3FO (ωB97M-V with the def2-TZVPD basis set)
C 0.33 0.65 -0.24
C 0.79 -0.59 -0.71
C 0.05 -0.09 1.01
O 0.70 -1.28 0.59
F -2.13 1.10 -0.13
H -0.09 1.53 -0.77
H 1.01 -1.23 -1.64
H -0.67 -0.10 1.89
```

## Properties
Orbital gap (alpha / beta) ... 5.9 / 8.5 eV


Run B
A 2-piece molecular cluster, C3H3FO overall. Source: the Open Molecules 2025 dataset; level of theory: ωB97M-V with the def2-TZVPD basis set.

```
8
C3H3FO (ωB97M-V with the def2-TZVPD basis set)
C -0.80 -0.18 0.51
C 2.70 0.53 0.18
C -0.13 0.93 0.41
O 2.98 -0.62 0.08
F -0.69 2.04 -0.13
H -1.82 -0.15 0.13
H -0.26 -1.14 0.65
H 3.17 1.62 0.31
```

## Properties
Orbital gap (alpha / beta) ... 9.7 / 7.6 eV


The least stable of them is run A.


Run A
A 6-piece molecular cluster, C4H19NO6 overall. Source: the Open Molecules 2025 dataset; level of theory: ωB97M-V with the def2-TZVPD basis set.

```
30
C4H19NO6 (ωB97M-V with the def2-TZVPD basis set)
C 1.02 0.06 0.73
C 2.05 -0.14 -0.40
C 2.80 -1.48 -0.21
C 1.55 -0.21 -1.83
N 0.41 -0.92 -2.15
O 2.08 0.43 -2.72
H 0.02 -0.05 0.30
H 1.24 -0.66 1.52
H 1.10 1.07 1.12
H 2.80 0.64 -0.39
H 3.34 -1.50 0.73
H 3.42 -1.70 -1.08
H 2.13 -2.34 -0.16
H -0.04 -1.61 -1.56
H 0.32 -1.06 -3.14
O -3.34 -0.81 1.52
H -3.06 -0.57 2.42
H -3.02 -0.02 1.05
O -1.47 -2.43 0.25
H -2.14 -1.97 0.80
H -1.47 -3.37 0.40
O -1.24 3.10 1.34
H -1.83 3.27 0.59
H -0.67 2.43 0.95
O -0.42 1.82 -1.31
H 0.19 2.09 -2.00
H -0.83 0.97 -1.53
O -1.43 0.49 3.39
H -1.39 1.43 3.20
H -0.75 0.03 2.89
```

## Properties
Orbital gap ... 10.3 eV


Run B
A 6-piece molecular cluster, C4H19NO6 overall. Source: the Open Molecules 2025 dataset; level of theory: ωB97M-V with the def2-TZVPD basis set.

```
30
C4H19NO6 (ωB97M-V with the def2-TZVPD basis set)
C 0.90 -0.63 1.77
C 0.06 -0.07 0.67
O -0.98 -0.62 0.26
N 0.50 1.00 -0.04
C 1.66 1.81 0.44
C -0.13 1.46 -1.22
H 1.27 0.09 2.48
H 0.30 -1.32 2.41
H 1.66 -1.30 1.36
H 1.51 2.85 0.22
H 2.53 1.37 -0.05
H 1.81 1.64 1.51
H 0.34 2.28 -1.79
H -0.27 0.75 -2.02
H -1.12 1.94 -1.21
O 0.37 -2.34 -2.16
H 0.27 -2.42 -1.20
H -0.50 -2.63 -2.45
O -3.40 1.48 0.23
H -3.28 1.27 -0.71
H -2.55 1.13 0.55
O -1.02 0.94 3.16
H -1.16 1.89 3.13
H -1.48 0.57 2.39
O -1.10 -3.13 0.00
H -1.80 -2.47 -0.08
H -0.81 -2.97 0.91
O 2.49 -0.63 -2.96
H 1.59 -0.64 -3.31
H 2.35 -1.30 -2.28
```

## Properties
Orbital gap ... 10.1 eV


The least stable of them is run B.